1.
C37H50ClN4O3P2S5Ti | wB97M-V/def2-TZVPD

Summary:
relative energy (zero: lowest compared OMol25 entry of this formula, charge and spin): 60.8 kcal per mole
orbital gap: 5.5307 eV
highest occupied orbital energy: -4.107 eV
net charge: -1

Atoms and positions in Å:
Ti1 0.50307 0.79921 -0.47481
Cl1 1.86197 5.21406 1.11330
S1 5.02133 1.04462 0.70016
S2 -4.00019 1.74548 -4.25093
S3 -0.02656 0.78735 -2.75420
S4 -3.45460 0.31592 -1.72589
S5 -1.21865 2.06663 -5.05270
P1 -1.29676 -2.05798 -0.07887
P2 -1.61696 2.08046 0.39459
O1 -3.24837 2.78109 -6.56882
O2 2.41226 2.89363 -1.93387
O3 1.05476 2.59000 -0.16547
N1 0.12785 0.02346 1.31490
N2 2.61536 -1.01442 -2.45820
N3 2.77083 -2.30998 -2.12585
N4 2.42351 0.39703 -0.07224
C1 -2.07507 -4.53504 1.26382
C2 4.15006 -2.01552 -3.77182
C3 -2.89981 2.29603 -5.51585
C4 0.06894 1.03934 2.29126
C5 3.45213 -0.81815 -3.46009
C6 -1.52795 1.27183 -3.50281
C7 -0.50275 3.34143 2.77880
C8 2.02607 -1.37670 2.15447
C9 2.27361 -3.64981 1.34668
C10 -2.04987 3.63920 -0.51790
C11 -3.45688 2.51683 2.59160
C12 -0.77067 -2.77350 -2.73176
C13 -0.95174 4.22122 -1.41079
C14 -2.81591 1.08894 -3.12277
C15 -2.99308 -3.35771 -1.78017
C16 0.56309 0.94321 3.59671
C17 1.11909 -3.47169 0.60281
C18 -0.58194 2.24746 1.93295
C19 3.97267 -4.40930 -2.70744
C20 2.79610 4.27438 -0.09256
C21 -1.49257 -3.26075 -1.47335
C22 0.31174 4.52862 4.85553
C23 -2.19289 -3.01271 1.30049
C24 -3.22372 1.73830 1.29490
C25 2.04523 3.18597 -0.82625
C26 0.38517 -2.28316 0.63771
C27 -2.71813 4.77606 0.25855
C28 0.84421 -1.19890 1.42295
C29 -3.39147 0.25878 1.60886
C30 3.68696 -2.95151 -2.87951
C31 0.61385 2.05490 4.42390
C32 3.04860 -4.94216 1.30970
C33 -1.74464 -2.54754 2.69358
C34 3.51503 0.69197 0.24929
C35 0.14317 3.29344 4.00669
C36 3.62136 0.53452 -4.07551
C37 2.70618 -2.57512 2.12701
H1 2.29937 -2.65983 -1.30573
H2 -0.92090 -3.49189 -3.54396
H3 0.91168 -0.00799 3.97417
H4 -3.14351 -3.95702 -2.68236
H5 4.08671 -4.77009 1.01246
H6 1.37082 4.74221 5.02222
H7 -2.94377 5.57673 -0.45063
H8 -0.94522 4.27918 2.46664
H9 4.36778 1.10974 -3.52391
H10 2.60394 -5.64696 0.60511
H11 -3.19688 -0.36259 0.73395
H12 -3.57151 -3.81169 -0.97377
H13 3.94824 0.44690 -5.11185
H14 3.62168 -2.67066 2.70259
H15 -3.40120 -2.35806 -1.96562
H16 -0.82571 -3.06488 2.98298
H17 -4.41298 0.06392 1.95281
H18 -0.43012 3.46184 -1.98751
H19 -0.12690 5.40087 4.36744
H20 4.08581 -4.66934 -1.65187
H21 -0.15843 4.41181 5.83555
H22 -2.50785 -4.98499 0.37219
H23 2.45880 -0.54410 2.69013
H24 -2.80172 3.20283 -1.18251
H25 1.04886 1.95278 5.41421
H26 -2.82193 2.13652 3.39232
H27 -2.06302 5.19835 1.02297
H28 -3.97845 2.01020 0.55254
H29 -1.10539 -4.24391 -1.19078
H30 -2.51284 -2.78676 3.43463
H31 -1.03109 -4.84692 1.33991
H32 3.06808 -5.41748 2.29392
H33 -1.41575 4.91412 -2.11863
H34 -3.28434 3.58776 2.51592
H35 -3.24320 -2.73928 1.16429
H36 0.76746 -4.28754 -0.02342
H37 2.69115 1.09869 -4.02933
H38 -1.54417 -1.48223 2.74600
H39 -3.65937 4.47793 0.71797
H40 0.30318 -2.64056 -2.58902
H41 3.16334 -5.01828 -3.11705
H42 -4.49966 2.36364 2.88723
H43 4.89170 -4.67605 -3.22578
H44 -2.60025 -4.95158 2.12988
H45 3.61238 3.79277 0.44213
H46 -0.22348 4.78156 -0.82008
H47 4.88455 -2.16829 -4.54840
H48 -2.70877 -0.02239 2.40852
H49 3.18923 4.96339 -0.82822
H50 -1.17938 -1.81212 -3.05105



2.
C37H50IrN2O4PS2 | wB97M-V/def2-TZVPD

Summary:
relative energy (zero: lowest compared OMol25 entry of this formula, charge and spin): 63.9 kcal per mole
<S²>: 6.06
orbital gap (alpha / beta): 4.8540 / 6.2534 eV
highest occupied orbital energy (alpha / beta): -5.168 / -8.517 eV
multiplicity: 5

Atoms and positions in Å:
Ir1 0.69254 0.46944 0.69906
S1 3.81740 0.26466 -0.91524
S2 0.23700 1.54903 -1.07501
P1 -0.83577 -1.32391 -0.16068
O1 1.36308 0.21751 2.66377
O2 4.87320 -0.69631 -0.68101
O3 3.15605 0.11746 -2.18364
O4 2.73070 -1.38611 3.64205
N1 -0.32652 2.18246 1.72288
N2 2.72133 -0.03778 0.32747
C1 3.85982 2.84071 -0.03331
C2 -0.16156 3.20971 -0.51756
C3 5.37594 3.57797 -2.33794
C4 -0.66768 3.66930 3.63791
C5 -0.78140 4.61476 1.43844
C6 0.65379 -1.74750 -4.11291
C7 0.11543 -1.90272 -1.67428
C8 -0.98275 -2.56636 2.53519
C9 1.26510 -3.85086 -2.84189
C10 4.72179 4.56011 -1.56629
C11 -2.30460 -4.76058 1.86586
C12 0.64366 -3.35599 -1.54463
C13 -2.77840 -1.22699 -0.40874
C14 -5.50630 -1.00907 -0.47362
C15 -1.48664 -4.18273 0.67911
C16 -1.23256 1.15978 3.76072
C17 -0.47154 -1.65208 -2.99712
C18 2.43538 -0.56976 2.74294
C19 -1.02223 5.48034 -0.84223
C20 -0.84669 4.78583 2.83984
C21 -0.71620 -2.87425 1.06352
C22 -0.40451 3.31940 0.92296
C23 -0.58198 -3.82008 3.39194
C24 -1.18943 5.62892 0.52713
C25 -4.81327 -0.04939 0.50457
C26 -0.63477 2.35318 3.06467
C27 4.06306 4.16321 -0.40924
C28 1.82190 -2.61915 -3.63064
C29 3.36079 -0.54568 1.45156
C30 -3.24761 -0.02300 0.44358
C31 -0.49353 4.26236 -1.37144
C32 -1.42662 -5.04712 3.06832
C33 4.73462 6.02665 -1.83141
C34 -3.33054 -1.17440 -1.85922
C35 -4.89330 -0.88063 -1.88133
C36 5.17897 2.23896 -1.93856
C37 4.39875 1.90824 -0.89296
H1 -5.24159 -2.00780 -0.13279
H2 -1.26870 -2.40239 -3.18823
H3 2.48986 -1.96000 -3.04375
H4 5.66300 1.39773 -2.41900
H5 -5.39389 -1.53001 -2.61272
H6 -5.24349 0.92476 0.39244
H7 -0.45814 4.17622 -2.44107
H8 -2.84660 -5.64963 1.48403
H9 -1.11604 6.30465 -1.54030
H10 -3.08762 -2.09806 0.23575
H11 4.95010 6.29908 -2.82143
H12 1.05512 -1.33825 -1.58233
H13 -0.41093 -1.69470 2.93882
H14 -3.15672 -4.06590 2.15493
H15 -2.32997 1.13854 3.55155
H16 -0.64609 0.29739 3.47506
H17 -0.65403 -3.52301 4.45847
H18 -0.18048 -4.05967 -1.30046
H19 -2.84746 -0.33302 -2.40980
H20 -1.08211 1.32335 4.86996
H21 -2.08829 -3.97615 -0.20725
H22 5.62532 6.41293 -1.21250
H23 -5.18001 -0.37385 1.51715
H24 -2.02659 -2.35445 2.83667
H25 -2.02765 -5.39775 3.91820
H26 -1.23028 5.70652 3.22527
H27 3.46894 2.47260 0.93619
H28 2.03703 -4.60067 -2.73970
H29 -6.58856 -0.91566 -0.46329
H30 -0.98543 -0.64986 -3.05687
H31 -3.13527 -2.12837 -2.38299
H32 0.49215 -3.95703 3.20917
H33 3.60407 -1.59884 1.35604
H34 -1.77090 6.48219 0.86182
H35 4.25501 0.02612 1.66086
H36 3.81603 6.43253 -1.40563
H37 0.27054 -2.19995 -5.05219
H38 0.53887 -4.34867 -3.44121
H39 -0.74773 -4.97630 0.39630
H40 -0.70388 3.78196 4.70990
H41 1.03240 -0.73774 -4.29939
H42 -2.96653 0.89269 0.01438
H43 -2.89478 0.00956 1.47855
H44 -0.71547 -5.86113 2.80878
H45 1.33547 -3.52859 -0.75804
H46 3.67673 4.94552 0.27455
H47 2.36551 -2.97280 -4.52278
H48 -5.06000 0.16011 -2.29523
H49 0.35286 -3.01826 0.97430
H50 5.97234 3.77654 -3.22285



Question: Among the records above, which one has the lowest relative energy (zero: lowest compared OMol25 entry of this formula, charge and spin)?
Answer: C37H50ClN4O3P2S5Ti



Question: Which of these has the highest relative energy (zero: lowest compared OMol25 entry of this formula, charge and spin)?
Answer: C37H50IrN2O4PS2



Question: relative energy (zero: lowest compared OMol25 entry of this formula, charge and spin) of number 2 (C37H50IrN2O4PS2)?
Answer: 63.9 kcal per mole